Entry from the OMol25 dataset: an isolated molecule of C23H22N4O4 at a distorted geometry (ωB97M-V/def2-TZVPD).

HOMO: -0.296 hartree
SMILES string: COc1ccc(/C=N/NC(=O)c2cccnc2)cc1COc1ccc(NC(C)=O)cc1
Frontier orbital gap: 8.28 eV
LUMO level: 0.2 eV
Strongest force on any atom: 1.21 eV/A

The geometry in ORCA input format:
```
! RIJCOSX wB97M-V def2-TZVPD def2/J DEFGRID3
* xyz 0 1
C 5.14 -0.31 -1.38
H 5.25 -1.32 -1.78
O 3.94 0.29 -1.81
C 2.75 -0.29 -1.48
C 2.63 -1.45 -0.72
C 1.38 -1.96 -0.43
C 0.22 -1.33 -0.89
C 0.36 -0.16 -1.65
C 1.60 0.36 -1.94
C 1.75 1.62 -2.77
O 0.57 2.37 -2.91
C 0.08 3.03 -1.82
C 0.63 2.99 -0.54
C 0.04 3.72 0.48
C -1.09 4.49 0.26
C -1.64 4.53 -1.02
C -1.06 3.81 -2.04
H -1.47 3.83 -3.04
H -2.52 5.12 -1.21
N -1.63 5.20 1.34
C -2.72 6.01 1.38
O -3.44 6.25 0.43
C -2.96 6.59 2.76
H -3.84 7.22 2.74
H -2.10 7.18 3.07
H -3.11 5.79 3.48
H -1.12 5.08 2.21
H 0.48 3.67 1.47
H 1.50 2.39 -0.33
H 2.03 1.34 -3.79
H 2.56 2.23 -2.35
H -0.52 0.34 -2.02
C -1.09 -1.85 -0.59
N -1.23 -2.94 0.04
N -2.46 -3.41 0.30
C -2.71 -4.56 1.01
O -3.86 -4.86 1.28
C -1.53 -5.36 1.41
C -0.43 -5.58 0.60
C 0.61 -6.37 1.08
C 0.49 -6.91 2.34
N -0.56 -6.72 3.12
C -1.55 -5.97 2.67
H -2.39 -5.84 3.33
H 1.27 -7.54 2.76
H 1.48 -6.56 0.47
H -0.38 -5.15 -0.39
H -3.28 -2.87 0.02
H -1.95 -1.27 -0.95
H 1.28 -2.86 0.16
H 3.50 -1.96 -0.35
H 5.93 0.33 -1.76
H 5.19 -0.34 -0.28
*
```


Entry from the OMol25 dataset: an isolated molecule of C26H33N5O5S at a distorted geometry (ωB97M-V/def2-TZVPD).

HOMO: -0.305 hartree
SMILES string: CCCCN(C(=O)c1ccc(N(C)S(=O)(=O)c2ccc(C)cc2)cc1)c1c(N)n(CCC)c(=O)[nH]c1=O
Frontier orbital gap: 8.64 eV
LUMO level: 0.3 eV
Strongest force on any atom: 1.25 eV/A

The geometry in ORCA input format:
```
! RIJCOSX wB97M-V def2-TZVPD def2/J DEFGRID3
* xyz 0 1
C -6.63 -1.76 1.21
C -5.55 -1.45 0.18
C -4.62 -2.65 -0.04
C -3.59 -2.44 -1.15
N -2.52 -1.53 -0.78
C -1.31 -2.05 -0.43
O -1.15 -3.24 -0.22
C -0.20 -1.06 -0.27
C 0.55 -1.05 0.89
C 1.58 -0.15 1.07
C 1.90 0.76 0.06
C 1.17 0.73 -1.13
C 0.14 -0.17 -1.29
H -0.41 -0.20 -2.23
H 1.43 1.41 -1.92
N 2.91 1.72 0.22
S 4.12 1.78 -0.97
O 3.52 1.87 -2.26
O 5.03 2.81 -0.57
C 4.89 0.18 -0.76
C 6.01 0.06 0.05
C 6.54 -1.19 0.29
C 5.95 -2.33 -0.26
C 4.83 -2.18 -1.07
C 4.29 -0.93 -1.32
H 3.43 -0.81 -1.95
H 4.37 -3.06 -1.50
C 6.53 -3.68 -0.01
H 5.74 -4.42 0.14
H 7.12 -4.00 -0.87
H 7.18 -3.68 0.87
H 7.41 -1.29 0.92
H 6.45 0.96 0.46
C 3.42 1.98 1.54
H 3.99 1.14 1.95
H 4.07 2.85 1.46
H 2.59 2.21 2.21
H 2.14 -0.17 1.99
H 0.32 -1.76 1.67
C -2.74 -0.14 -0.87
C -2.61 0.66 0.25
N -2.27 0.11 1.45
H -2.44 0.64 2.29
H -2.37 -0.89 1.51
N -2.76 2.02 0.17
C -3.17 2.65 -1.00
O -3.35 3.84 -1.07
N -3.36 1.81 -2.06
C -3.13 0.43 -2.13
O -3.29 -0.16 -3.18
H -3.64 2.26 -2.93
C -2.39 2.89 1.28
C -0.88 2.95 1.47
C -0.19 3.61 0.28
H -0.36 3.03 -0.62
H 0.89 3.67 0.44
H -0.57 4.61 0.13
H -0.68 3.53 2.38
H -0.48 1.95 1.61
H -2.77 3.88 1.01
H -2.90 2.57 2.19
H -3.11 -3.40 -1.38
H -4.07 -2.06 -2.05
H -5.23 -3.51 -0.31
H -4.10 -2.89 0.89
H -6.02 -1.19 -0.78
H -4.98 -0.58 0.51
H -7.28 -0.90 1.35
H -7.24 -2.60 0.88
H -6.18 -2.02 2.16
*
```


Entry from the OMol25 dataset: a structure of composition C4H4O2 at a distorted geometry (ωB97M-V/def2-TZVPD).

HOMO: -0.341 hartree
Frontier orbital gap: 9.86 eV
LUMO level: 0.6 eV
Strongest force on any atom: 3.12 eV/A

The geometry in ORCA input format:
```
! RIJCOSX wB97M-V def2-TZVPD def2/J DEFGRID3
* xyz 0 1
C -0.71 -0.51 -0.76
C 0.09 0.07 0.15
C -1.83 -0.25 0.12
C 1.47 0.40 0.21
O -2.98 -0.32 0.36
O -0.79 0.30 1.11
H -0.79 -0.87 -1.76
H 1.62 1.24 -0.54
H 2.04 -0.51 -0.17
H 1.87 0.46 1.28
*
```